The following is a DFT calculation (ωB97M-V/def2-TZVPD) of a single C5H6OSi molecule in a non-equilibrium geometry.

Each line ends with the Mulliken charge.
Atoms and positions in Å:
C -1.62914 -0.32705 1.29832  -0.104
C -0.87693 0.64087 -1.27363  -0.512
C -0.22360 1.44750 -0.23147  0.004
C -1.11055 0.29646 0.13740  0.452
C 0.30781 0.16006 -0.40473  -0.528
O -2.74161 -0.86429 1.43511  -0.510
Si 1.85538 -0.88409 -0.24906  0.217
H -0.84715 -0.51327 2.02367  0.272
H -1.23188 0.81613 -2.25084  0.440
H 0.05996 2.49292 0.11070  0.421
H 1.59561 -2.16694 -1.18435  -0.035
H 1.82014 -1.03023 1.32811  -0.059
H 3.02195 -0.06807 -0.73923  -0.059

charge = 0
SMILES string = O=C[C@]12[C@@H]3[C@H]1[C@@]32[SiH3]
M = 110.19 u
energy above the lowest of the compared OMol25 structures with the same formula, charge and spin = 1.823 eV
highest occupied orbital energy = -0.3305 hartree